# 1
Entry from OMol25: a cluster of 2 separate species, C4H6OS in total (wB97M-V/def2-TZVPD).

Geometry as ORCA input:
```
! RIJCOSX wB97M-V def2-TZVPD def2/J DEFGRID3
* xyz 0 1
C -0.19 0.40 0.12
C 1.06 0.87 -0.20
C -0.19 -1.10 0.01
C 2.34 0.82 -0.19
O -1.12 1.08 0.57
S -3.81 -0.29 -0.10
H -0.21 -1.56 -1.05
H 0.69 -1.40 0.67
H -1.15 -1.46 0.44
H -3.28 0.95 0.21
H 3.09 0.27 0.49
H 2.78 1.43 -0.96
*
```

Results
- HOMO-LUMO gap (alpha / beta): 8.15 / 7.18 eV
- E_LUMO (alpha / beta): -0.053 / -0.071 Ha
- Maximum force: 2.17 eV/A
- Energy above the lowest of the compared OMol25 structures with the same formula, charge and spin: 505.0 kJ/mol

These are the Löwdin partial charges, in e, on atoms 1 to 5: C -0.520; C 0.013; C -0.039; C 0.016; O 0.003

***

# 2
Entry from OMol25: the molecule C4H6OS (wB97M-V/def2-TZVPD).

Geometry as ORCA input:
```
! RIJCOSX wB97M-V def2-TZVPD def2/J DEFGRID3
* xyz 0 1
C -1.47 -0.11 0.45
C -1.34 1.22 -0.23
C -0.26 0.15 -0.40
C 0.99 0.38 0.37
H -3.28 -0.90 0.26
H -1.33 -0.19 1.53
H -1.00 2.13 0.29
H -1.90 1.38 -1.19
H -0.17 -0.51 -1.28
H 0.98 1.09 1.20
O -2.39 -0.99 -0.09
S 2.39 -0.31 -0.08
*
```

Results
- Structure (SMILES): O[C@@H]1C[C@H]1C=S
- HOMO-LUMO gap: 8.55 eV
- E_LUMO: -0.002 Ha
- Maximum force: 1.40 eV/A
- Energy above the lowest of the compared OMol25 structures with the same formula, charge and spin: 198.6 kJ/mol

These are the Löwdin partial charges, in e, on atoms 1 to 5: C -0.353; C -0.050; C -0.317; C -0.647; H 0.102

***

# 3
Entry from OMol25: the molecule C4H6OS (wB97M-V/def2-TZVPD).

Geometry as ORCA input:
```
! RIJCOSX wB97M-V def2-TZVPD def2/J DEFGRID3
* xyz 0 1
C -0.19 0.36 0.93
C -1.00 0.04 1.90
C 0.33 -0.49 -0.54
C 1.20 0.70 -0.95
O 0.90 1.29 -2.15
S 0.82 1.76 0.54
H -1.18 0.73 2.72
H -1.52 -0.90 1.93
H 0.87 -1.39 -0.30
H -0.51 -0.67 -1.20
H 2.27 0.49 -0.98
H -0.04 1.55 -2.16
*
```

Results
- Structure (SMILES): C=C1C[C@@H](O)S1
- HOMO-LUMO gap: 9.47 eV
- E_LUMO: 0.032 Ha
- Maximum force: 4.19 eV/A
- Energy above the lowest of the compared OMol25 structures with the same formula, charge and spin: 190.6 kJ/mol

These are the Löwdin partial charges, in e, on atoms 1 to 5: C -0.565; C -0.052; C -0.082; C -0.654; O -0.063

***

# 4
Entry from OMol25: the molecule C4H6OS (wB97M-V/def2-TZVPD).

Geometry as ORCA input:
```
! RIJCOSX wB97M-V def2-TZVPD def2/J DEFGRID3
* xyz 0 1
C 0.12 -1.44 0.35
C 0.36 -0.03 -0.01
C -0.59 1.13 0.39
C -0.38 0.78 -1.07
H 1.92 -1.53 0.82
H 1.42 0.25 0.08
H -0.06 2.05 0.67
H -1.55 0.90 0.85
H 0.27 1.61 -1.45
H -1.18 0.36 -1.72
O 1.10 -2.02 1.01
S -1.43 -2.06 0.07
*
```

Results
- Structure (SMILES): OC(=S)C1CC1
- HOMO-LUMO gap: 9.04 eV
- E_LUMO: 0.015 Ha
- Maximum force: 3.37 eV/A
- Energy above the lowest of the compared OMol25 structures with the same formula, charge and spin: 166.6 kJ/mol

These are the Löwdin partial charges, in e, on atoms 1 to 5: C -0.798; C -0.331; C -0.115; C -0.140; H 0.116